C24H35Cl3N3O11P2V | wB97M-V/def2-TZVPD

```
! wB97M-V def2-TZVPD RIJCOSX def2/J DEFGRID3
* xyz -1 4
V -0.3415 0.2938 -0.0188
C -0.9118 -1.0637 2.7789
N -0.3386 0.1854 2.2728
C 1.0084 0.3632 2.8254
C -1.1725 1.3390 2.6506
C -2.4264 1.4394 1.8010
N -2.1020 1.6792 0.3912
C -1.7452 3.0804 0.1458
C -3.2346 1.3170 -0.4629
H -0.9104 -1.0778 3.8788
H -0.3222 -1.9038 2.4105
H -1.9273 -1.1986 2.4152
H 0.9683 0.4838 3.9175
H 1.4734 1.2319 2.3653
H 1.6144 -0.5126 2.5963
H -0.5628 2.2334 2.5158
H -1.4467 1.2792 3.7147
H -3.0772 2.2348 2.1946
H -2.9900 0.5056 1.8585
H -2.6087 3.7332 0.3402
H -1.4307 3.1892 -0.8899
H -0.9048 3.3861 0.7622
H -4.1223 1.9183 -0.2161
H -3.4563 0.2599 -0.3328
H -2.9553 1.4838 -1.5015
N 3.1246 1.2846 -2.6360
C 1.8288 2.0624 -2.5308
C 1.9281 3.2182 -3.5230
P 0.4797 0.8708 -3.0917
O 1.2412 -0.5552 -3.0120
O 0.1998 1.1811 -4.5079
O -0.6036 0.8468 -2.0418
P 1.7554 2.7918 -0.7950
O 3.3300 2.7358 -0.4089
O 1.3126 4.1952 -0.9052
O 1.0487 1.8450 0.1406
H 3.1588 0.7800 -3.5208
H 3.2412 0.5910 -1.8576
H 3.9121 1.9271 -2.5562
H 2.0588 2.8404 -4.5377
H 2.7415 3.8939 -3.2445
H 1.0087 3.7959 -3.4945
H 0.8033 -1.1569 -2.3705
H 3.5787 1.8492 -0.0858
Cl 5.5915 -5.3748 1.1619
C 5.0727 -3.7768 0.6884
C 6.0400 -2.8058 0.3952
C 5.6535 -1.5495 0.0228
Cl 6.8659 -0.3632 -0.3526
C 4.2758 -1.1412 -0.0912
O 3.9697 0.0327 -0.4476
C 3.3331 -2.1739 0.2248
C 1.9091 -1.9489 0.1915
O 1.3570 -0.8940 -0.0793
C 3.7469 -3.4643 0.6013
H 7.0913 -3.0517 0.4586
H 1.2927 -2.8288 0.4539
H 2.9937 -4.2113 0.8230
C -2.2654 -4.7455 3.0990
C -3.2341 -3.6688 2.7062
C -4.0259 -3.0288 3.6463
C -4.8905 -2.0152 3.2647
Cl -5.8627 -1.2134 4.4735
C -4.9827 -1.6290 1.9427
C -4.1950 -2.2603 0.9899
C -3.3221 -3.2745 1.3634
O -2.5122 -3.9583 0.5174
C -2.3398 -3.5245 -0.8324
C -1.3539 -2.3535 -0.9259
O -0.4049 -2.4569 -1.7097
O -1.6238 -1.3864 -0.1479
H -2.2878 -4.9110 4.1755
H -1.2495 -4.4750 2.8052
H -2.4948 -5.6849 2.5936
H -3.9604 -3.3138 4.6886
H -5.6506 -0.8284 1.6544
H -4.2346 -1.9191 -0.0322
H -3.2982 -3.2476 -1.2799
H -1.9393 -4.3803 -1.3678
*
```

Properties
Energy above the lowest of the compared OMol25 structures with the same formula, charge and spin (kcal/mol): 0.0
E_tot (a.u.): -4935.23857
HOMO-LUMO gap (spin up / spin down) (eV): 6.45 / 7.90
F_max (eV/A): 0.43
<S²>: 3.7564



C30H36F3N3O3S | wB97M-V/def2-TZVPD

```
! wB97M-V def2-TZVPD RIJCOSX def2/J DEFGRID3
* xyz 0 1
C 3.1712 1.3689 -0.5666
C 1.7043 1.0146 -0.8245
C 1.5499 -0.2218 -1.7354
C 1.1091 0.1470 -3.1550
C 0.8668 -1.0671 -4.0562
C -0.1192 -2.0894 -3.4799
C -1.4160 -1.4450 -2.9861
C -2.5146 -2.4386 -2.5961
C -2.4340 -2.8996 -1.1243
C -2.2408 -1.7815 -0.1281
C -3.2901 -0.8593 0.0937
S -4.8653 -1.1002 -0.6950
C -3.1461 0.2310 0.9512
C -1.9280 0.3999 1.5728
C -0.8931 -0.5079 1.3950
C -1.0224 -1.6255 0.5784
C 0.1350 -2.5853 0.4343
C 0.2593 -3.5898 1.5962
O -0.4276 -3.1392 2.7391
C 1.7146 -3.9497 1.8913
F 1.7858 -4.7100 3.0072
F 2.5372 -2.9150 2.0521
F 2.1968 -4.6897 0.8631
C 0.2727 0.0188 2.1754
O 1.2135 -0.5633 2.6179
N 0.0000 1.4195 2.4624
C -1.4461 1.5022 2.4519
O -2.0911 2.2473 3.1209
H 3.2718 2.3763 -0.1600
H 3.6305 0.6586 0.1229
H 3.7211 1.3457 -1.5115
H 1.2057 1.8662 -1.2940
H 1.1967 0.8198 0.1261
H 2.5035 -0.7578 -1.7879
H 0.7968 -0.8907 -1.3138
H 0.2255 0.7888 -3.1091
H 1.9035 0.7519 -3.6077
H 0.4850 -0.7206 -5.0217
H 1.8166 -1.5717 -4.2581
H 0.3590 -2.6673 -2.6813
H -0.3854 -2.8037 -4.2665
H -1.1854 -0.7765 -2.1522
H -1.7896 -0.8016 -3.7900
H -3.4895 -2.0247 -2.8437
H -2.4024 -3.3375 -3.2118
H -3.3234 -3.4877 -0.8760
H -1.6064 -3.6022 -1.0679
H -5.1894 0.1932 -0.7834
H -3.9396 0.9515 1.1085
H 0.0374 -3.1741 -0.4720
H 1.0613 -2.0185 0.3202
H -0.1808 -4.5409 1.2686
H -0.4479 -3.8602 3.3773
H 0.4292 2.0517 1.7956
N -1.2217 2.8619 -2.6280
C -1.4829 3.7310 -3.6019
C -2.7610 4.1668 -3.9189
C -3.8271 3.6721 -3.1857
C -3.5703 2.7655 -2.1701
C -2.2561 2.3941 -1.9323
H -0.6231 4.0946 -4.1539
H -2.9132 4.8769 -4.7200
H -4.8396 3.9882 -3.4013
H -4.3721 2.3552 -1.5707
H -2.0148 1.6876 -1.1436
N 4.3519 3.0070 4.3574
C 4.7735 2.9859 5.6203
C 4.2278 2.1684 6.5980
C 3.1836 1.3268 6.2464
C 2.7303 1.3370 4.9377
C 3.3488 2.1919 4.0381
H 5.5902 3.6593 5.8573
H 4.6136 2.1929 7.6082
H 2.7306 0.6732 6.9811
H 1.9220 0.7002 4.6121
H 3.0241 2.2241 3.0038
*
```

Properties
SMILES: CCCCCCCCCc1c(S)cc2c(c1C[C@H](O)C(F)(F)F)C(=O)NC2=O.c1ccncc1.c1ccncc1
E_tot (a.u.): -2252.55926
HOMO-LUMO gap (eV): 8.77
F_max (eV/A): 0.98



C12H30O2Si2 | wB97M-V/def2-TZVPD

```
! wB97M-V def2-TZVPD RIJCOSX def2/J DEFGRID3
* xyz 0 1
O -0.4377 2.1911 -3.3466
O 1.6010 -0.9357 2.6576
C 0.5810 1.2346 -3.5883
C 0.7112 0.1226 2.6029
C 0.7757 0.2293 -2.4676
C 1.0158 0.9882 1.3705
C 1.0549 0.9737 -1.1668
C 0.8648 0.1384 0.0897
C -2.8910 3.0143 -4.4292
C -2.8497 1.6863 -1.7783
C -2.2834 0.0725 -4.3515
C 0.1024 -3.3419 3.4675
C 1.1001 -1.3552 5.5036
C 3.2247 -2.8532 3.8633
Si -2.0483 1.7031 -3.4310
Si 1.4849 -2.1131 3.8362
H 1.5075 1.8231 -3.6997
H 0.2835 0.6838 -4.5146
H -0.2921 -0.3260 2.5562
H 0.7419 0.6888 3.5376
H 1.6238 -0.4544 -2.6505
H -0.1109 -0.4076 -2.3265
H 0.3554 1.8676 1.2804
H 2.0181 1.4062 1.4419
H 2.0686 1.3945 -1.1682
H 0.4085 1.8871 -1.1522
H 1.5666 -0.7177 0.0921
H -0.1319 -0.2814 0.1193
H -2.8425 3.9515 -3.8721
H -2.3475 3.1239 -5.3797
H -3.9340 2.8032 -4.6199
H -2.5571 0.8078 -1.2541
H -3.9150 1.7060 -1.8604
H -2.5285 2.5975 -1.2890
H -3.3265 -0.2011 -4.3235
H -1.7002 -0.7015 -3.8596
H -1.9313 0.1307 -5.3908
H -0.8809 -2.8721 3.6004
H 0.1641 -4.1835 4.1656
H 0.1684 -3.7699 2.4701
H 0.0651 -1.0255 5.5194
H 1.2456 -2.0814 6.3166
H 1.7082 -0.4954 5.7436
H 3.2224 -3.6193 3.0550
H 4.0528 -2.1657 3.7619
H 3.2915 -3.3241 4.8688
*
```

Properties
Energy above the lowest of the compared OMol25 structures with the same formula, charge and spin (kcal/mol): 0.0
SMILES: C[Si](C)(C)OCCCCCCO[Si](C)(C)C
E_tot (a.u.): -1204.81291
HOMO-LUMO gap (eV): 10.55
F_max (eV/A): 1.65